1.
14
Properties=species:S:1:pos:R:3:forces:R:3:nbo_charge:R:1 method="wB97M-V/def2-TZVPD" homo_lumo_gap_ev=7.87 total_energy_ha=-701.71093 max_force_ev_per_a=7.68 smiles="Nc1cccn1C=S" e_above_lowest_kcal_mol=80.34 lumo_energy_ha=-0.0115 spin_multiplicity=1
N 0.829851 -1.750347 -0.058190 4.0 -6.5 -1.0 -0.8168
C 0.539985 -0.495161 -0.013105 1.8 5.9 -0.1 0.2977
C 1.517687 0.493585 0.039962 -1.9 0.0 0.6 -0.3411
C 0.638799 1.709734 -0.047202 1.1 0.7 1.5 -0.2556
C -0.727976 1.403584 -0.165822 2.3 2.4 0.7 -0.1101
N -0.737468 -0.000067 -0.036483 -2.1 1.1 -1.7 -0.4116
C -1.921089 -0.699932 -0.202004 0.7 -1.6 0.6 -0.0782
S -3.369210 -0.001964 0.081077 0.4 -0.9 -0.5 -0.0163
H 1.882305 -1.824285 -0.490958 -3.6 -0.2 1.6 0.3926
H 0.877961 -2.073393 0.903554 0.1 -0.9 -0.1 0.3781
H 2.664770 0.184793 0.321386 -3.2 1.5 -1.0 0.2360
H 1.067801 2.650598 0.381980 -0.8 -0.4 -1.4 0.2218
H -1.602233 2.214611 -0.311279 2.1 -2.8 0.7 0.2765
H -1.661187 -1.811760 -0.402922 -0.9 1.7 0.2 0.2270

---

2.
14
Properties=species:S:1:pos:R:3:forces:R:3:nbo_charge:R:1 method="wB97M-V/def2-TZVPD" homo_lumo_gap_ev=8.70 total_energy_ha=-701.70332 max_force_ev_per_a=4.81 e_above_lowest_kcal_mol=85.11 lumo_energy_ha=0.0102 spin_multiplicity=1
C 1.110160 -0.180682 2.032816 -2.4 -2.3 -2.5 -0.0473
C 0.548670 -1.391084 2.276691 1.6 0.4 1.8 -0.4908
C 0.179800 -0.618797 0.077584 -1.1 0.3 0.1 0.2299
C -0.116200 1.306987 -1.973021 0.0 -2.8 0.5 -0.1519
C -1.246651 0.560863 -1.539978 -4.6 -0.6 1.4 -0.2781
N 0.825210 0.253051 0.737604 1.5 1.3 1.7 -0.4833
N -0.301126 -0.434985 -1.181364 1.2 0.8 -2.9 -0.4304
S -0.267658 -2.077914 1.013699 -0.4 0.3 -2.0 0.3959
H 1.711063 0.222370 2.756846 1.5 1.7 1.1 0.2063
H 0.896916 -1.966387 3.104455 -0.4 -0.4 0.6 0.2342
H 0.124021 1.227822 -2.996580 0.7 -0.2 -0.8 0.2050
H 0.367026 1.987153 -1.350796 0.7 0.8 1.0 0.2218
H -1.835613 0.953362 -0.660940 0.6 -0.1 -0.8 0.1900
H -1.995617 0.158241 -2.297016 1.1 0.7 0.7 0.1989